A 2-piece molecular cluster, CH7N2O3P overall, computed with ωB97M-V/def2-TZVPD.

Each line ends with the Löwdin charge.
Positions of all 14 atoms, in Å:
C  1.18533  1.24859  -1.10547  -0.0059
N  0.55767  -0.70677  1.70046  -0.0535
N  -1.65174  -0.09331  -0.03320  -0.0694
O  -0.49118  -2.54675  0.17554  -0.3275
O  0.08473  1.87955  -0.76901  0.0165
O  0.74747  -0.65396  -0.96269  -0.3074
P  -0.26475  -1.09393  0.17925  0.3306
H  1.55389  1.52623  -2.11039  0.1373
H  1.87555  1.15545  -0.37199  0.0672
H  1.05314  -1.55356  1.80592  0.0162
H  -0.07515  -0.39071  2.39417  0.0165
H  -1.74179  0.05451  -1.09375  0.1025
H  -2.55117  -0.40113  0.14177  0.0159
H  -0.28200  1.57581  0.04939  0.0611

Output
**E_HOMO**: -9.5 eV
**Frontier orbital gap**: 9.83 eV
**Spin multiplicity**: 1
**E**: -718.90858 a.u.
**LUMO energy**: 0.0125 Eh



A 2-piece molecular cluster, CH7N2P overall, computed with ωB97M-V/def2-TZVPD.

Each line ends with the Löwdin charge.
Positions of all 11 atoms, in Å:
C  0.96989  1.28968  -0.48622  -0.4152
P  1.09234  -0.14862  0.35134  0.7125
N  2.34675  -0.95761  -0.34237  -0.3268
H  0.34419  2.00286  0.03401  -0.0493
H  1.74925  1.71758  -1.16695  -0.0014
H  2.74278  -1.79043  0.11069  0.0273
H  2.77743  -0.54452  -1.24908  0.0873
N  -2.60735  -0.98466  -0.08779  -0.0016
H  -2.51895  -1.42614  0.83576  0.0163
H  -2.26792  -0.04224  -0.21718  -0.0129
H  -1.89580  -1.46907  -0.58379  -0.0363

Output
**SMILES**: C=PN.N
**E_HOMO**: -8.6 eV
**Frontier orbital gap**: 9.43 eV
**Spin multiplicity**: 1
**E**: -493.11852 a.u.
**LUMO energy**: 0.0309 Eh